{"formula": "C4H3NS", "method": "wB97M-V/def2-TZVPD", "energy_ev": -16519.391, "gap_ev": 7.7, "e_homo_ev": -9.5, "largest_force_ev_per_a": 6.6, "smiles": "C=CC(=S)C#N", "relative_energy_kcal_mol": 19.8, "species": ["S", "N", "C", "C", "C", "C", "H", "H", "H"], "positions_angstrom": [[-0.36772, 0.97826, -1.48932], [0.75062, -2.16622, -0.18313], [-0.08941, 0.77101, 1.18866], [0.09643, -0.11314, 2.19948], [0.27444, -1.09125, -0.22243], [-0.10428, 0.20998, -0.08501], [-0.56177, 1.69428, 1.40297], [0.32445, -1.09901, 1.97419], [-0.19665, 0.25657, 3.24959]], "forces_ev_per_angstrom": [[-0.4, 0.6, -0.3], [-1.4, 2.5, -0.4], [-0.6, -1.6, 3.1], [-1.6, 3.7, 1.8], [2.5, -6.1, 0.2], [-0.2, 2.5, -2.7], [0.1, 1.1, -0.2], [0.6, -1.7, 0.2], [0.9, -1.0, -1.6]]}